No. 1
The following is a quantum chemistry calculation of CH3Cl2O2P as an isolated structure at a distorted geometry, from OMol25.

energy relative to the best compared isomer or geometry (same formula, charge and spin): 165.9 kJ/mol
total energy: -1452.1384 Eh
frontier orbital gap: 11.232 eV

Element x y z (Å)
1 C 0.414 -0.598 -0.458
2 O -1.135 0.596 1.491
3 O 1.449 -0.623 0.997
4 P -0.808 0.738 0.099
5 Cl 0.293 2.311 -0.557
6 Cl -2.387 0.590 -1.106
7 H 0.198 -1.636 -0.694
8 H 1.043 -0.110 -1.210
9 H 0.932 -1.269 1.438

Mulliken population analysis, charges in e, atoms 1 to 2:
1 C -0.51
2 O -0.53

No. 2
The following is a quantum chemistry calculation of a 2-piece molecular cluster, CCl3F2N overall, from OMol25.

energy relative to the best compared isomer or geometry (same formula, charge and spin): 0.5 kJ/mol
total energy: -1673.0463 Eh
frontier orbital gap: 9.879 eV
structure (SMILES): F/N=C(/F)Cl.ClCl

Element x y z (Å)
1 F -0.167 0.124 2.327
2 N -1.072 -0.364 1.426
3 C -0.577 -1.019 0.475
4 F -1.412 -1.507 -0.414
5 Cl 1.066 -1.382 0.137
6 Cl 1.662 1.709 -2.716
7 Cl 0.500 2.439 -1.235

Mulliken population analysis, charges in e, atoms 1 to 2:
1 F -0.12
2 N -0.23

No. 3
The following is a quantum chemistry calculation of C14H29ClGaN2O6P2S as an isolated structure, from OMol25.

total charge: -1
total energy: -4577.7939 Eh
frontier orbital gap: 7.293 eV

Element x y z (Å)
1 C -6.919 1.323 -1.488
2 C -5.718 1.922 -0.750
3 O -4.616 2.031 -1.625
4 C -3.357 1.768 -0.991
5 C -2.202 2.200 -1.856
6 Ga -0.399 1.585 -1.132
7 C 0.834 3.176 -0.958
8 N 0.171 4.388 -0.394
9 C 0.456 0.098 -2.226
10 C -0.447 -0.573 -3.278
11 C -0.630 -2.099 -3.165
12 C 0.660 -2.864 -2.852
13 S 0.682 -3.657 -1.272
14 O 0.170 -2.811 -0.250
15 O 1.917 -4.357 -1.110
16 Cl -0.758 -5.104 -1.600
17 P -0.813 0.863 1.138
18 P 1.039 0.188 1.943
19 O 0.938 -1.041 2.767
20 O 1.630 1.454 2.765
21 O 2.175 0.038 0.810
22 H -7.353 0.489 -0.933
23 H -6.592 0.942 -2.455
24 H -7.713 2.053 -1.653
25 H -5.968 2.915 -0.354
26 H -5.450 1.292 0.106
27 H -3.321 2.295 -0.028
28 H -3.310 0.692 -0.761
29 H -2.191 3.294 -1.892
30 H -2.377 1.853 -2.879
31 H 1.224 3.424 -1.953
32 H 1.694 2.918 -0.333
33 H -0.813 4.211 -0.228
34 H 0.561 4.606 0.515
35 H 0.876 -0.623 -1.521
36 H 1.312 0.563 -2.725
37 H -1.453 -0.147 -3.230
38 H -0.091 -0.357 -4.291
39 H -1.408 -2.351 -2.442
40 H -0.989 -2.476 -4.126
41 H 1.528 -2.199 -2.798
42 H 0.868 -3.666 -3.557
43 H -1.403 -0.413 1.083
44 H 0.901 1.859 3.267
45 H 2.725 -0.723 1.062
46 N 5.825 -0.431 4.149
47 C 6.356 -1.635 4.344
48 C 5.604 -2.788 4.509
49 C 4.222 -2.684 4.475
50 C 3.648 -1.438 4.277
51 C 4.495 -0.349 4.115
52 H 7.441 -1.679 4.367
53 H 6.093 -3.742 4.658
54 H 3.597 -3.560 4.595
55 H 2.575 -1.311 4.220
56 H 4.079 0.638 3.942

Mulliken population analysis, charges in e, atoms 1 to 2:
1 C -1.08
2 C -0.31